The following is a DFT calculation (ωB97M-V/def2-TZVPD) of a structure of composition C5H9N at a distorted geometry.

gap between HOMO and LUMO	10.46	eV
calculated total energy	-250.58163	hartree
M	83.1	g/mol

Each line ends with the natural charge from an NBO analysis.
CARTESIAN COORDINATES (ANGSTROEM)
C  -1.09803  -0.66169  0.94803  -0.61
C  0.28571  -0.37474  0.35620  -0.22
C  0.35859  -0.73778  -1.15015  -0.62
C  0.67670  1.12598  0.59026  -0.50
C  0.16237  1.83040  -0.58986  0.30
N  -0.12366  1.55811  -1.68866  -0.39
H  -1.15984  -0.39089  2.00986  0.20
H  -1.35302  -1.72427  0.86102  0.22
H  -1.85701  -0.08672  0.40777  0.21
H  1.03150  -0.94246  0.94552  0.22
H  -0.25582  -1.60659  -1.36695  0.21
H  1.40528  -0.92509  -1.43445  0.21
H  -0.13548  0.15980  -2.01143  0.29
H  1.76372  1.26276  0.58290  0.25
H  0.29899  1.51317  1.53996  0.24

=====

The following is a DFT calculation (ωB97M-V/def2-TZVPD) of the molecule C6H11N at a distorted geometry.

gap between HOMO and LUMO	9.67	eV
calculated total energy	-289.88969	hartree
M	97.2	g/mol
structure (SMILES)	C=C/C=C/CNC

Each line ends with the natural charge from an NBO analysis.
CARTESIAN COORDINATES (ANGSTROEM)
C  -2.90155  1.72167  1.99027  -0.39
C  -1.60828  1.55098  1.74431  -0.21
C  -1.05937  0.89712  0.54326  -0.23
C  0.18970  0.42657  0.41610  -0.16
C  0.54821  -0.30166  -0.88140  -0.26
N  1.82916  -0.98864  -0.65910  -0.63
C  2.12101  -1.96855  -1.64795  -0.43
H  -3.69100  1.32886  1.36298  0.19
H  -3.18737  2.44571  2.74554  0.20
H  -0.81857  2.01791  2.32763  0.20
H  -1.68487  0.85618  -0.34658  0.19
H  0.89481  0.37766  1.22778  0.20
H  -0.14025  -1.15015  -0.94495  0.20
H  0.42209  0.36656  -1.73463  0.18
H  2.60755  -0.38719  -0.42602  0.36
H  1.54947  -2.92294  -1.48331  0.18
H  3.10783  -2.42724  -1.53484  0.21
H  1.82144  -1.84287  -2.69910  0.17

=====

Which value of M does entry 2 give?
97.2 g/mol